[1]
DFT (the ωB97M-V functional and the def2-TZVPD basis) results for a molecular structure, C26H25BN11O6V.

Structure (ORCA input):
```
! RIJCOSX wB97M-V def2-TZVPD def2/J DEFGRID3
* xyz 1 2
V 0.242 0.755 -0.188
C 3.378 2.263 0.707
C 2.177 2.409 1.570
C 2.045 3.001 2.818
C 0.719 2.830 3.201
C 0.040 3.259 4.456
N 0.082 2.179 2.218
N 0.974 1.927 1.210
B -1.378 1.681 2.082
N -1.957 2.292 0.795
N -1.316 2.013 -0.376
C -2.042 2.545 -1.379
C -1.658 2.403 -2.811
C -3.143 3.188 -0.832
C -3.065 3.000 0.543
C -3.986 3.464 1.616
N -1.370 0.123 1.853
N -1.135 -0.423 0.607
C -1.382 -1.745 0.672
C -1.254 -2.626 -0.521
C -1.775 -2.053 1.963
C -1.747 -0.861 2.682
C -2.089 -0.623 4.110
H 4.178 2.902 1.072
H 3.165 2.524 -0.329
H 3.730 1.230 0.718
H 2.819 3.493 3.380
H 0.761 3.733 5.117
H -0.398 2.408 4.978
H -0.757 3.972 4.247
H -2.013 1.957 3.047
H -0.601 2.613 -2.962
H -2.241 3.090 -3.420
H -1.861 1.391 -3.167
H -3.906 3.728 -1.365
H -4.813 4.016 1.178
H -3.470 4.116 2.320
H -4.393 2.621 2.175
H -1.750 -2.182 -1.385
H -1.718 -3.589 -0.322
H -0.210 -2.811 -0.778
H -2.056 -3.022 2.339
H -2.262 -1.574 4.607
H -2.990 -0.015 4.201
H -1.278 -0.108 4.626
O 3.077 0.876 -2.346
C 2.035 0.311 -2.388
O 0.904 0.880 -1.800
C 1.770 -1.006 -3.017
C 2.863 -1.818 -3.311
C 2.629 -3.057 -3.865
C 1.361 -3.520 -4.159
C 0.306 -2.680 -3.862
C 0.480 -1.436 -3.291
N -1.073 -3.136 -4.134
O -1.210 -4.196 -4.694
O -1.976 -2.413 -3.754
N 3.783 -3.948 -4.128
O 4.869 -3.550 -3.770
O 3.551 -4.991 -4.690
H 3.873 -1.497 -3.099
H 1.207 -4.500 -4.586
H -0.384 -0.822 -3.085
N 1.566 -0.620 0.315
C 1.803 -1.730 0.624
C 2.029 -3.014 0.981
C 2.015 -3.364 2.360
N 1.950 -3.621 3.479
C 2.127 -3.963 -0.076
N 2.141 -4.683 -0.974
*
```

Computed properties:
Energy above the lowest of the compared OMol25 structures with the same formula, charge and spin (kJ/mol): 0.0
Orbital gap (alpha / beta) (eV): 5.73 / 6.66
HOMO energy (alpha / beta) (hartree): -0.431 / -0.435
Electronic energy (Eh): -3028.12312
⟨S²⟩: 0.7729

[2]
DFT (the ωB97M-V functional and the def2-TZVPD basis) results for a molecular structure, C26H25MoN6O6S2Se.

Structure (ORCA input):
```
! RIJCOSX wB97M-V def2-TZVPD def2/J DEFGRID3
* xyz 1 1
Mo 0.244 0.265 -0.125
N 0.752 -0.817 3.996
C 2.050 -0.339 3.914
C 3.063 -0.262 4.864
C 4.273 0.229 4.427
C 4.472 0.620 3.093
C 3.463 0.551 2.158
C 2.226 0.074 2.590
N 1.030 -0.143 1.910
C 0.197 -0.688 2.777
C -1.099 -1.155 2.324
C -2.105 -1.808 2.964
S -3.346 -2.186 1.858
C -2.468 -1.452 0.604
N -1.322 -0.958 0.982
H 0.310 -1.210 4.810
H 2.915 -0.578 5.887
H 5.096 0.307 5.125
H 5.446 0.982 2.795
H 3.629 0.835 1.131
H -2.174 -2.092 4.001
H -2.830 -1.416 -0.413
O -1.605 -3.329 -4.732
S -2.362 -2.565 -3.800
O -3.507 -3.110 -3.143
N -1.317 -1.991 -2.595
C -1.272 -0.718 -2.660
O -0.594 0.006 -1.782
C -2.064 -0.017 -3.695
C -2.201 1.335 -3.955
C -3.027 1.706 -5.009
C -3.691 0.751 -5.771
C -3.562 -0.609 -5.501
C -2.742 -0.960 -4.453
H -1.685 2.073 -3.357
H -3.158 2.754 -5.242
H -4.326 1.071 -6.586
H -4.086 -1.351 -6.087
C 1.177 2.936 -3.750
C 2.537 2.279 -3.921
C 3.274 2.035 -2.583
C 4.646 1.377 -2.845
C 5.396 1.022 -1.570
C 3.505 3.377 -1.918
O 4.187 4.235 -2.413
N 2.894 3.586 -0.693
C 2.112 2.713 0.031
O 1.714 2.991 1.136
N 1.824 1.485 -0.577
C 2.430 1.084 -1.766
O 2.199 -0.046 -2.151
H 0.671 3.023 -4.711
H 1.259 3.941 -3.330
H 0.529 2.347 -3.094
H 3.193 2.904 -4.528
H 2.442 1.313 -4.417
H 5.221 2.087 -3.440
H 4.473 0.491 -3.456
H 5.601 1.908 -0.964
H 6.356 0.564 -1.804
H 4.841 0.303 -0.961
H 3.091 4.468 -0.236
C 0.818 -1.823 -0.185
H 0.886 -2.323 0.774
H 1.800 -1.694 -0.645
H 0.150 -2.339 -0.866
Se -1.038 1.886 0.802
*
```

Computed properties:
Orbital gap (alpha / beta) (eV): 6.53 / 6.54
HOMO energy (alpha / beta) (hartree): -0.423 / -0.423
Electronic energy (Eh): -5051.63838

[3]
DFT (the ωB97M-V functional and the def2-TZVPD basis) results for a molecular structure, C26H25N5O8P2PbS.

Structure (ORCA input):
```
! RIJCOSX wB97M-V def2-TZVPD def2/J DEFGRID3
* xyz -2 1
Pb -0.426 -0.476 -0.636
C 5.466 -2.824 1.480
C 4.546 -2.948 0.448
C 3.647 -1.927 0.174
C 3.641 -0.759 0.938
C 4.566 -0.647 1.983
C 5.469 -1.664 2.247
N 2.657 0.224 0.735
C 3.015 1.371 0.182
C 4.352 1.649 -0.288
C 4.705 2.865 -0.793
C 3.776 3.922 -0.906
C 2.483 3.688 -0.519
C 2.075 2.446 -0.002
N 0.747 2.181 0.291
N -0.023 3.172 0.324
C -1.386 2.847 0.500
C -2.202 3.908 0.894
C -3.546 3.676 1.100
C -4.039 2.396 0.890
C -3.159 1.410 0.477
N -1.859 1.624 0.283
H 6.157 -3.629 1.700
H 4.500 -3.860 -0.135
H 2.894 -2.051 -0.592
H 4.544 0.248 2.595
H 6.170 -1.559 3.069
H 5.087 0.858 -0.230
H 5.727 3.015 -1.130
H 4.068 4.875 -1.329
H 1.724 4.449 -0.634
H -1.748 4.880 1.030
H -4.201 4.480 1.412
H -5.085 2.158 1.025
H -3.503 0.405 0.267
N -0.427 -3.722 3.574
C 0.516 -2.953 2.661
C 1.920 -3.113 3.227
P -0.103 -1.193 2.876
O 1.195 -0.297 2.929
O -0.725 -1.271 4.247
O -0.971 -0.829 1.704
P 0.325 -3.801 1.011
O -1.284 -4.043 1.036
O 0.983 -5.123 1.191
O 0.674 -2.850 -0.091
H -0.699 -3.003 4.293
H 0.024 -4.563 3.926
H -1.239 -3.987 3.002
H 1.986 -2.686 4.232
H 2.637 -2.588 2.599
H 2.197 -4.171 3.234
H 1.598 -0.031 2.038
H -1.768 -3.367 0.493
O -3.442 0.782 -3.799
C -2.610 0.039 -3.271
O -1.547 0.388 -2.667
C -2.809 -1.465 -3.434
C -2.947 -1.944 -4.735
C -3.071 -3.297 -5.003
C -3.072 -4.199 -3.947
C -2.958 -3.737 -2.647
C -2.829 -2.373 -2.365
S -2.771 -1.866 -0.666
H -2.962 -1.218 -5.539
H -3.165 -3.647 -6.025
H -3.159 -5.264 -4.133
H -2.958 -4.435 -1.818
*
```

Computed properties:
Energy above the lowest of the compared OMol25 structures with the same formula, charge and spin (kJ/mol): 0.0
Orbital gap (eV): 6.38
HOMO energy (hartree): -0.077
Electronic energy (Eh): -3155.62948

[4]
DFT (the ωB97M-V functional and the def2-TZVPD basis) results for 2 unconnected molecules or ions with the total composition C26H26BClF12IN2O9S3 in a non-equilibrium geometry.

Structure (ORCA input):
```
! RIJCOSX wB97M-V def2-TZVPD def2/J DEFGRID3
* xyz 1 1
C 0.378 -2.773 4.442
C 0.513 -2.729 2.871
C 1.865 -3.369 2.523
O 1.982 -4.560 2.670
O 2.911 -2.561 2.102
C 3.545 -3.033 0.925
C 3.546 -2.000 -0.244
C 2.187 -1.939 -0.912
C 1.229 -1.019 -0.410
C 1.580 -0.258 0.704
C 0.748 0.685 1.257
O 1.185 1.327 2.346
B 2.093 2.395 2.003
O 3.389 2.093 1.544
O 1.732 3.688 2.095
C -0.497 0.880 0.610
S -1.585 2.189 1.309
O -0.989 2.864 2.416
O -1.925 3.161 0.311
C -3.131 1.370 2.028
F -3.147 0.045 1.760
F -3.024 1.467 3.360
C -4.443 2.115 1.650
F -4.262 3.397 2.039
F -4.701 2.149 0.336
C -5.737 1.622 2.379
F -5.747 1.880 3.689
F -6.750 2.349 1.848
C -6.119 0.125 2.154
F -5.513 -0.649 3.068
F -5.787 -0.327 0.939
F -7.428 -0.038 2.322
C -0.885 0.123 -0.503
S -2.469 0.634 -1.148
C -0.047 -0.903 -1.060
C -0.360 -1.802 -2.200
S -1.976 -1.798 -2.999
O -2.907 -2.085 -1.951
O -2.258 -0.632 -3.761
C -2.441 -3.159 -4.183
F -3.775 -3.061 -4.220
F -2.189 -4.386 -3.771
F -2.073 -2.922 -5.444
C 0.639 -2.650 -2.610
C 0.583 -3.605 -3.793
C 0.428 -5.124 -3.383
C -0.041 -5.895 -4.677
I -1.492 -7.428 -4.277
N 1.862 -2.700 -1.943
Cl 3.080 -3.809 -2.424
H -0.497 -3.347 4.762
H 0.368 -1.758 4.854
H 1.267 -3.258 4.867
H -0.306 -3.274 2.392
H 0.476 -1.670 2.592
H 4.584 -3.328 1.130
H 3.050 -3.947 0.557
H 3.883 -1.005 0.066
H 4.342 -2.326 -0.923
H 2.528 -0.377 1.218
H 3.319 2.044 0.579
H 1.814 4.118 1.192
H -3.355 -0.195 -0.536
H 1.537 -3.591 -4.349
H -0.117 -3.303 -4.574
H 1.384 -5.577 -3.123
H -0.344 -5.252 -2.619
H 0.834 -6.424 -5.075
H -0.376 -5.227 -5.476
C 3.670 7.968 0.993
C 3.014 8.014 -0.383
C 1.832 7.045 -0.514
C 2.280 5.662 -0.304
N 2.642 4.575 -0.140
H 4.096 6.985 1.203
H 4.482 8.692 1.050
H 2.950 8.204 1.779
H 3.763 7.785 -1.144
H 2.660 9.027 -0.577
H 1.386 7.120 -1.506
H 1.061 7.278 0.222
*
```

Computed properties:
Orbital gap (eV): 6.43
HOMO energy (hartree): -0.435
Electronic energy (Eh): -4968.38302

Which formula does entry 2 have? C26H25MoN6O6S2Se